No. 1
Below is a structure of composition C5H5MnO15, with properties calculated with ωB97M-V with the def2-TZVPD basis set.

XYZ file:
```
26
C5H5MnO15 (ωB97M-V with the def2-TZVPD basis set)
Mn -0.376 0.209 0.807
O 0.635 -3.658 -3.223
C 1.028 -2.406 -3.165
O 1.440 -1.874 -4.215
O 0.804 -1.770 -2.094
H 0.557 -3.743 -2.270
O -1.627 -4.786 0.519
C -2.422 -3.864 1.128
O -3.092 -4.178 2.043
O -2.421 -2.626 0.696
H -2.138 -5.551 0.794
O -2.021 4.174 -2.393
C -2.730 3.636 -1.411
O -3.881 4.102 -1.091
O -2.186 2.752 -0.699
H -1.151 3.770 -2.406
O 1.210 -0.101 5.826
C 0.536 -0.054 4.646
O 0.824 -0.872 3.698
O -0.321 0.776 4.352
H 1.863 -0.793 5.698
O 4.060 3.378 -1.186
C 2.773 3.227 -1.323
O 2.182 2.636 -0.411
O 2.281 3.747 -2.315
H 4.171 3.868 -2.004
```

HOMO energy (alpha / beta)	-0.5 / -0.5	eV
charge	-3
orbital gap (alpha / beta)	3.896 / 4.147	eV
LUMO level (alpha / beta)	3.42 / 3.67	eV
spin multiplicity	6
F_max	6.94	eV Å⁻¹

---

No. 2
Below is the molecule C5H5N, with properties calculated with ωB97M-V with the def2-TZVPD basis set.

XYZ file:
```
11
C5H5N (ωB97M-V with the def2-TZVPD basis set)
C 1.506 -1.116 -0.139
C 1.772 0.242 -0.025
C -0.436 -0.009 0.318
C 0.171 -1.189 0.016
C -1.423 1.036 0.060
N 1.550 1.389 0.032
H -0.380 -2.111 0.146
H 2.148 -1.979 -0.237
H -1.565 1.816 0.859
H -2.223 0.376 -0.211
H -1.120 1.544 -0.819
```

HOMO energy (alpha / beta)	-7.6 / -7.6	eV
orbital gap (alpha / beta)	7.200 / 7.199	eV
LUMO level (alpha / beta)	-0.36 / -0.36	eV
spin multiplicity	1
F_max	2.21	eV Å⁻¹

---

No. 3
Below is a structure of composition C5H5N, with properties calculated with ωB97M-V with the def2-TZVPD basis set.

XYZ file:
```
11
C5H5N (ωB97M-V with the def2-TZVPD basis set)
C -0.047 -1.211 0.271
C 1.175 -0.836 -0.159
C 0.720 0.432 -0.732
N 0.674 1.552 0.089
C -0.543 1.270 0.470
C -0.973 -0.078 0.117
H -0.352 -2.175 0.671
H 2.167 -1.209 0.047
H 0.401 0.524 -1.765
H -1.176 2.005 0.973
H -2.044 -0.275 0.017
```

HOMO energy	-8.4	eV
orbital gap	8.877	eV
LUMO level	0.48	eV
spin multiplicity	1
F_max	0.33	eV Å⁻¹